ORCA calculation (ωB97M-V with the def2-TZVPD basis set) on a structure of composition C29H49BiCl3N3O3Si.

HOMO energy: -6.76 eV
F_max: 2.9 eV/A
DFT total energy: -3409.14121 a.u.

Geometry (Å):
C  -3.15938  2.66188  -2.45475
C  -3.50101  2.06078  -1.12971
H  -4.04308  2.72170  -3.09293
H  -2.38649  2.05862  -2.95118
H  -2.74761  3.67526  -2.32912
C  -4.72023  1.64517  -0.76456
C  -5.95451  1.74965  -1.60071
H  -4.88876  1.24903  0.24457
H  -5.73827  1.79269  -2.67696
H  -6.55230  2.63086  -1.32488
H  -6.58597  0.87155  -1.41743
Bi  1.08356  0.31945  -0.20660
Cl  1.53313  2.80788  -0.03361
Cl  2.39978  -1.61553  -1.49714
H  6.16877  -1.21820  0.97228
H  7.28055  1.27086  -0.01411
C  5.67876  -1.12363  -0.00764
C  6.55616  1.05753  -0.81419
N  5.43119  0.27729  -0.32122
H  4.73963  -1.68257  -0.02372
C  4.30657  0.88575  0.05612
O  3.37956  0.27898  0.66973
H  6.18176  2.00460  -1.21324
H  4.22118  1.94995  -0.20335
H  6.35598  -1.51731  -0.77155
H  7.07516  0.49833  -1.60012
H  -2.02149  -0.78126  -2.43653
H  -4.29690  -0.97855  -0.60316
C  -1.97125  -1.84981  -2.19869
C  -3.95778  -2.02194  -0.71169
N  -2.51209  -2.09559  -0.87236
H  -0.93184  -2.18137  -2.22879
C  -1.70324  -2.35732  0.17367
O  -0.45904  -2.33289  0.12157
H  -4.24841  -2.58744  0.18245
H  -2.26022  -2.60635  1.10891
H  -2.57955  -2.40346  -2.91916
H  -4.42867  -2.45811  -1.59866
O  -1.48263  0.91768  -0.75567
C  -2.28326  1.86125  -0.21703
C  -2.88955  0.30496  1.70580
C  -2.71894  1.60481  1.23679
H  -2.64026  -0.51168  1.02652
C  -3.36678  0.06871  2.99607
H  -1.76754  2.84162  -0.19961
C  -3.00012  2.68040  2.08424
H  -3.49223  -0.96129  3.35669
C  -3.70433  1.14804  3.82034
C  -3.51407  2.45890  3.36389
H  -2.83530  3.69286  1.69823
H  -4.08132  0.98249  4.83351
H  -3.77025  3.31045  4.00259
Si  1.90577  1.12290  -4.36654
Cl  0.25000  1.05973  -2.99902
C  2.26523  -0.60892  -4.94954
C  3.26863  2.04573  -3.49579
C  1.45827  2.18799  -5.83841
H  1.83438  -1.38319  -4.30537
H  3.35100  -0.76972  -4.97109
H  1.88267  -0.72391  -5.97445
H  0.77163  1.67712  -6.52502
H  2.38698  2.39314  -6.39180
H  1.04622  3.15234  -5.51824
H  3.26330  1.93778  -2.40960
H  3.13892  3.11078  -3.73052
H  4.25182  1.72539  -3.87194
C  -0.05212  -3.51789  3.19911
N  1.39024  -3.27554  2.93694
C  2.00297  -4.40140  2.18067
C  1.69945  -1.96636  2.24239
C  1.06171  -0.79257  2.92580
C  0.88646  -0.77918  4.32686
C  0.22991  0.28835  4.94382
C  -0.12926  1.40536  4.19180
C  0.12808  1.42129  2.81079
C  0.65510  0.31002  2.19620
H  -0.60253  -3.39290  2.26382
H  -0.40971  -2.82053  3.95854
H  -0.13832  -4.54682  3.56321
H  1.86342  -3.19593  3.84616
H  1.58194  -4.40332  1.17047
H  3.08305  -4.23834  2.14133
H  1.76715  -5.32822  2.70526
H  2.79771  -1.87989  2.20594
H  1.34283  -2.09018  1.21038
H  1.24452  -1.61291  4.94047
H  0.01890  0.25289  6.01381
H  -0.60796  2.25623  4.66333
H  -0.08540  2.32500  2.24634

Forces on atoms 1 to 6 (eV/Å):
C 0.0 0.0 -0.2
C -0.1 -0.4 0.7
H 0.2 0.1 -0.1
H -0.2 0.2 0.1
H -0.1 -0.2 0.0
C 0.2 0.4 0.0



ORCA calculation (ωB97M-V with the def2-TZVPD basis set) on a cluster of 3 separate species, C29H49BrClF10NO9S2 in total.

HOMO energy: -8.84 eV
F_max: 11.5 eV/A
structure (SMILES): C=C[C@@]1(S(=O)(=O)C(F)(F)C(F)(F)C(F)(F)C(F)(F)F)[C@@](CCCF)([C@@H](Br)CC)[C@@](Cl)(CCN)[C@@](C)(CC)OS1(=O)=O.COCCOC.COCCOC
DFT total energy: -6694.60492 a.u.

Geometry (Å):
C  -1.92049  1.84260  2.98420
C  -2.48013  0.75324  2.14485
C  -2.38616  0.50314  0.48739
S  -0.64676  0.00188  0.17043
O  -0.32809  -1.46766  -0.24401
O  0.13294  0.05044  1.55586
C  0.47299  0.94377  -0.97524
F  0.75416  2.36799  -0.55547
F  0.06104  1.03040  -2.40439
C  2.00562  0.29406  -1.14220
F  2.95505  1.46319  -1.30440
F  2.51141  -0.46542  -0.00139
C  2.23501  -0.61121  -2.48075
F  2.53037  0.19754  -3.72421
F  1.19049  -1.61424  -2.78582
C  3.62351  -1.53304  -2.29574
F  3.95831  -1.96637  -3.70493
F  3.37547  -2.79939  -1.55143
F  4.79012  -0.75599  -1.83030
C  -3.63542  -0.55914  0.05522
C  -3.29264  -1.39194  -1.33456
C  -2.53388  -0.75769  -2.57749
C  -3.05088  -1.54364  -3.97365
F  -2.59507  -2.95032  -4.04019
C  -3.73899  -1.84669  1.13092
Br  -4.98576  -3.32630  0.54335
C  -2.45235  -2.58022  1.71995
C  -1.88753  -3.95043  1.02402
C  -5.12254  0.20913  -0.00633
Cl  -6.36566  -0.59637  -1.20892
C  -6.09916  0.11915  1.29597
C  -5.72532  0.99330  2.61020
N  -7.01468  1.62346  3.17737
C  -5.13484  1.72419  -0.61004
C  -5.21011  1.80521  -2.27948
C  -6.56206  2.56984  -0.30933
C  -6.56884  4.04907  -1.06248
O  -4.20810  2.67180  0.00947
S  -2.60356  2.21723  -0.20774
O  -2.24946  2.51636  -1.66221
O  -1.79052  3.38110  0.47783
H  -2.42388  2.91352  3.12930
H  -0.92808  1.63444  3.57511
H  -3.10663  0.06688  2.89031
H  -4.19753  -1.97524  -1.81274
H  -2.59548  -2.31885  -1.03333
H  -2.62624  0.34811  -2.85667
H  -1.37656  -1.05260  -2.56526
H  -4.24283  -1.52481  -3.94592
H  -2.76206  -0.89754  -4.93139
H  -4.28250  -1.52349  2.14906
H  -1.51999  -1.89995  2.02652
H  -2.73683  -3.02068  2.80536
H  -2.27558  -4.20723  -0.03679
H  -0.70590  -3.80909  0.92441
H  -2.01713  -4.92891  1.68316
H  -6.29232  -0.99408  1.69861
H  -7.23857  0.38363  1.03836
H  -5.23491  0.32431  3.45255
H  -5.01345  1.92576  2.39190
H  -7.01210  1.41765  4.20834
H  -6.94939  2.68156  3.11887
H  -4.65219  2.79773  -2.64063
H  -6.33479  1.81572  -2.68001
H  -4.69398  0.93123  -2.83363
H  -6.71058  2.81921  0.82029
H  -7.49838  1.98125  -0.71814
H  -7.20835  3.93429  -2.06338
H  -5.51541  4.42822  -1.39053
H  -7.10776  4.88638  -0.41975
C  5.00102  2.52927  0.65852
O  5.20069  3.89205  0.29756
C  4.08656  4.71441  0.65879
C  4.39586  5.54941  1.90448
O  4.48953  4.72503  3.06943
C  5.83858  4.51570  3.47353
H  5.93972  1.99127  0.49856
H  4.71764  2.42846  1.70949
H  4.23092  2.08448  0.02087
H  3.18115  4.11197  0.80369
H  3.90859  5.39209  -0.18279
H  3.56835  6.24518  2.07475
H  5.30963  6.13981  1.76470
H  6.25652  5.44642  3.86986
H  6.45464  4.15387  2.64578
H  5.84658  3.76402  4.26739
C  6.01929  -3.29494  -0.57876
O  7.08939  -3.62379  0.30104
C  6.95945  -4.94376  0.83847
C  7.92349  -5.91717  0.15455
O  7.53950  -6.15781  -1.20195
C  8.36427  -5.45718  -2.12712
H  6.25759  -2.34666  -1.06884
H  5.88168  -4.05880  -1.34855
H  5.09375  -3.17001  -0.00845
H  5.92412  -5.29962  0.76664
H  7.22011  -4.87929  1.90010
H  7.87588  -6.88010  0.67260
H  8.95655  -5.55325  0.21331
H  9.36718  -5.89545  -2.13687
H  8.42564  -4.39268  -1.88491
H  7.92809  -5.56236  -3.12410

Forces on atoms 1 to 6 (eV/Å):
C -0.5 0.3 -1.2
C 0.4 0.6 0.7
C -4.7 1.4 3.3
S 7.2 -7.0 5.6
O -2.4 4.8 -0.5
O -3.2 1.8 -4.8